A) # C4H8N2

C4H8N2 in the gas phase (ωB97M-V/def2-TZVPD, OMol25).

Properties
Kohn-Sham gap = 7.421 eV
HOMO energy = -7.438 eV

The geometry in ORCA input format:
```
! wB97M-V def2-TZVPD RIJCOSX def2/J DEFGRID3
* xyz 0 1
C 1.3041 1.2498 0.0071
C 1.2597 -0.2478 -0.0395
C 2.2446 -1.1604 0.0127
C -0.1061 -0.6265 -0.0667
H 0.8758 1.7107 -0.8238
H 2.3806 1.5000 0.2003
H 0.7940 1.6291 0.8930
H -0.9738 1.1669 -0.1082
H 1.7186 -2.0995 -0.0639
H -0.4571 -1.6605 -0.0232
H -2.9381 -0.5226 -0.7788
H -2.4568 -1.0109 0.7947
N -1.1605 0.2209 -0.0923
N -2.4851 -0.1492 0.0886
*
```

***

B) # C4H8N2

C4H8N2 in the gas phase (ωB97M-V/def2-TZVPD, OMol25).

Properties
Kohn-Sham gap = 9.729 eV
SMILES = CN(C)CC#N
HOMO energy = -8.896 eV

The geometry in ORCA input format:
```
! wB97M-V def2-TZVPD RIJCOSX def2/J DEFGRID3
* xyz 0 1
C 1.0350 0.1729 0.9307
N 0.3901 -0.0500 -0.3552
C 0.1832 1.1567 -1.1317
C -0.7780 -0.9269 -0.3635
C -1.1352 -1.4855 0.9496
N -1.4654 -1.8647 1.9908
H 1.6990 1.0368 0.8401
H 1.6481 -0.6915 1.2100
H 0.3335 0.3730 1.7553
H -0.4628 1.9038 -0.6350
H -0.2679 0.9010 -2.0963
H 1.1521 1.6227 -1.3397
H -0.6409 -1.7493 -1.0782
H -1.6909 -0.3989 -0.6768
*
```

***

What should be chosen as the least stable of them? Choose A).

***

A) # C4H8N2

C4H8N2 in the gas phase (ωB97M-V/def2-TZVPD, OMol25).

Properties
Kohn-Sham gap = 9.798 eV
SMILES = NC/C=C1\CN1
HOMO energy = -8.786 eV

The geometry in ORCA input format:
```
! wB97M-V def2-TZVPD RIJCOSX def2/J DEFGRID3
* xyz 0 1
N 2.2902 0.7970 0.4517
C 1.4336 0.1754 -0.5656
C 0.3595 -0.7138 0.0028
C -0.9350 -0.4612 -0.0764
C -2.0825 0.3277 -0.4846
N -2.1983 -0.9225 0.3157
H 2.8414 0.0710 0.9006
H 1.6752 1.1775 1.1812
H 2.0874 -0.3883 -1.2408
H 0.9744 0.9684 -1.1651
H 0.6794 -1.5886 0.5674
H -2.4817 0.2407 -1.4916
H -2.2727 1.2847 -0.0008
H -2.3945 -0.7423 1.2979
*
```

***

B) # C4H8N2

A 2-piece molecular cluster, C4H8N2 overall (ωB97M-V/def2-TZVPD, OMol25).

Properties
Kohn-Sham gap = 8.543 eV
SMILES = N=C=CN.C=C
HOMO energy = -7.688 eV

The geometry in ORCA input format:
```
! wB97M-V def2-TZVPD RIJCOSX def2/J DEFGRID3
* xyz 0 1
N -2.5484 -1.7190 0.2720
C -2.1284 -0.5446 0.3412
C -1.8743 0.7850 0.2914
N -1.6689 1.4809 -0.8795
H -3.5826 -1.6901 0.5262
H -1.5261 1.2126 1.2550
H -1.5168 0.8456 -1.6724
H -0.9738 2.1527 -0.8504
C 1.9941 -0.4883 -0.5088
C 1.4338 -0.6471 0.6919
H 1.8438 -1.1334 -1.3391
H 2.4813 0.3571 -0.7482
H 0.8269 -1.6119 0.7145
H 1.5601 0.0296 1.5329
*
```

***

C) # C4H8N2

C4H8N2 in the gas phase (ωB97M-V/def2-TZVPD, OMol25).

Properties
Kohn-Sham gap = 10.132 eV
SMILES = C1NC[C@H]2N[C@@H]12
HOMO energy = -9.034 eV

The geometry in ORCA input format:
```
! wB97M-V def2-TZVPD RIJCOSX def2/J DEFGRID3
* xyz 0 1
C 0.6080 1.1505 -0.1825
N 1.2849 0.0133 0.4302
C 0.6902 -1.0766 -0.2099
C -0.7703 -0.7424 -0.3142
N -1.3519 -0.0015 0.7284
C -0.7789 0.6747 -0.3848
H 0.6519 1.9092 0.5963
H 0.8439 1.4611 -1.2409
H 2.2465 0.0320 0.5583
H 0.9300 -2.0163 0.3173
H 0.8550 -1.2018 -1.3295
H -1.3412 -1.4240 -0.9556
H -0.7878 -0.1810 1.5337
H -1.4233 1.3010 -1.0409
*
```

***

D) # C4H8N2

C4H8N2 in the gas phase (ωB97M-V/def2-TZVPD, OMol25).

Properties
Kohn-Sham gap = 9.960 eV
SMILES = C1N[C@H]1[C@H]1CN1
HOMO energy = -8.922 eV

The geometry in ORCA input format:
```
! wB97M-V def2-TZVPD RIJCOSX def2/J DEFGRID3
* xyz 0 1
C -1.4126 -0.7954 -0.6695
N -2.1465 -0.4089 0.5273
C -1.0029 0.4091 0.0923
C 0.4861 0.2804 -0.0736
C 1.6814 0.9778 0.4226
N 1.3983 -0.4127 0.8027
H -1.3600 -0.5492 -1.7549
H -0.7515 -1.6452 -0.4929
H -1.9866 -1.0820 1.2812
H -1.3813 1.3736 -0.2569
H 0.5452 0.0490 -1.1823
H 1.6850 1.7041 1.2281
H 2.4051 1.1613 -0.3708
H 1.9508 -1.0787 0.2727
*
```

***

What should be chosen as the least stable of them? Choose D).

***

A) # C4H8N2

C4H8N2 in the gas phase (ωB97M-V/def2-TZVPD, OMol25).

Properties
Kohn-Sham gap = 10.190 eV
SMILES = CN(C)CC#N
HOMO energy = -9.320 eV

The geometry in ORCA input format:
```
! wB97M-V def2-TZVPD RIJCOSX def2/J DEFGRID3
* xyz 0 1
C -0.4505 1.3606 0.1809
N -0.4747 0.0449 -0.4361
C -1.1209 -0.9468 0.4056
C 0.8258 -0.3664 -0.9127
C 1.9126 -0.3035 0.1030
N 2.7415 -0.2043 0.9043
H -1.4648 1.6307 0.4887
H -0.1029 2.1053 -0.5433
H 0.2042 1.4063 1.0693
H -0.6321 -1.0835 1.3863
H -1.1401 -1.9114 -0.1124
H -2.1580 -0.6404 0.5780
H 1.1294 0.2706 -1.7517
H 0.7693 -1.3938 -1.2868
*
```

***

B) # C4H8N2

C4H8N2 in the gas phase (ωB97M-V/def2-TZVPD, OMol25).

Properties
Kohn-Sham gap = 7.295 eV
HOMO energy = -6.492 eV

The geometry in ORCA input format:
```
! wB97M-V def2-TZVPD RIJCOSX def2/J DEFGRID3
* xyz 0 1
C 1.0291 0.1352 -0.9112
C -0.4079 1.1126 0.6590
C -0.9887 -0.2340 1.1504
C 0.6479 -1.2092 -0.2491
H 1.4802 0.1789 -1.8747
H 1.9497 0.6279 -0.3850
H -0.8613 1.0685 -1.4021
H 0.4574 1.3617 1.2663
H -1.1804 1.8778 0.8698
H -2.0111 -0.4224 1.6106
H -0.8668 -2.3243 0.4019
H 1.1962 -2.1080 -0.7993
N 0.0002 1.2381 -0.7794
N -0.4444 -1.3027 0.4428
*
```

***

What should be chosen as the least stable of them? Choose B).

***

A) # H5O3

A 3-piece molecular cluster, H5O3 overall (ωB97M-V/def2-TZVPD, OMol25).

Properties
Kohn-Sham gap = 9.235 eV
HOMO energy = -4.205 eV

The geometry in ORCA input format:
```
! wB97M-V def2-TZVPD RIJCOSX def2/J DEFGRID3
* xyz -1 1
O 1.2851 1.1223 -1.0979
H 0.6403 1.7323 -1.4674
O -1.2907 -0.3342 1.6765
H -0.9157 -0.5686 0.7223
H -0.5891 0.2240 2.0234
O -0.2445 -0.8898 -0.5729
H 0.6966 0.2850 -0.9170
H 0.4180 -1.5709 -0.3670
*
```

***

B) # H5O3

A 3-piece molecular cluster, H5O3 overall (ωB97M-V/def2-TZVPD, OMol25).

Properties
Kohn-Sham gap = 8.892 eV
HOMO energy = -4.011 eV

The geometry in ORCA input format:
```
! wB97M-V def2-TZVPD RIJCOSX def2/J DEFGRID3
* xyz -1 1
O -0.3271 -0.0867 -0.1734
H -1.2392 0.1496 -0.3637
O 0.1800 -0.7605 2.3557
H -0.4737 -1.4548 2.2600
H -0.0252 -0.1812 1.5674
O 0.6649 0.6150 -2.2913
H 0.3276 0.1950 -1.2755
H 0.8927 1.5234 -2.0793
*
```

***

C) # H5O3

A 3-piece molecular cluster, H5O3 overall (ωB97M-V/def2-TZVPD, OMol25).

Properties
Kohn-Sham gap = 8.754 eV
HOMO energy = -3.857 eV

The geometry in ORCA input format:
```
! wB97M-V def2-TZVPD RIJCOSX def2/J DEFGRID3
* xyz -1 1
O 0.6396 0.2212 0.1039
H 1.4703 0.3914 0.5532
O 0.5130 -2.1402 -1.0053
H 1.4024 -2.4926 -0.9030
H 0.5559 -1.2349 -0.4947
O -1.3712 1.8454 0.8598
H -0.8328 1.1244 0.4310
H -0.7233 2.5576 0.8200
*
```

***

What should be chosen as the least stable of them? Choose B).

***

A) # C4H9NO3

C4H9NO3 in the gas phase (ωB97M-V/def2-TZVPD, OMol25).

Properties
Kohn-Sham gap = 10.121 eV
SMILES = CC(=O)[C@@](C)(N)OO
HOMO energy = -9.347 eV

The geometry in ORCA input format:
```
! wB97M-V def2-TZVPD RIJCOSX def2/J DEFGRID3
* xyz 0 1
C -1.9474 -0.2318 0.8196
C -1.0872 0.0771 -0.3672
O -1.4957 0.2328 -1.4825
C 0.4530 0.2588 -0.0411
C 1.2406 0.3961 -1.3409
N 0.6090 1.4169 0.7859
O 0.8912 -0.8592 0.7284
O 0.4380 -2.1303 0.1700
H -2.0247 0.6562 1.4454
H -2.9385 -0.5210 0.4801
H -1.5022 -1.0275 1.4107
H 2.3058 0.4472 -1.1247
H 1.0392 -0.4534 -1.9885
H 0.9244 1.3031 -1.8471
H 0.2654 1.2443 1.7230
H 1.5842 1.6848 0.8517
H 1.2451 -2.4942 -0.2228
*
```

***

B) # C4H9NO3

C4H9NO3 in the gas phase (ωB97M-V/def2-TZVPD, OMol25).

Properties
Kohn-Sham gap = 10.390 eV
SMILES = COC(=O)ON(C)C
HOMO energy = -9.902 eV

The geometry in ORCA input format:
```
! wB97M-V def2-TZVPD RIJCOSX def2/J DEFGRID3
* xyz 0 1
C 0.4917 0.9323 -2.4732
O -0.1108 0.8221 -1.1822
C -1.1009 -0.1542 -1.0429
O -1.5529 -0.7198 -1.9991
O -1.4708 -0.3125 0.1926
N -0.5217 -0.0932 1.5699
C -0.2858 -1.4591 1.9645
C 0.6351 0.6696 1.3599
H 1.1672 1.7841 -2.4171
H -0.2856 1.0863 -3.2218
H 1.0473 0.0292 -2.7220
H -1.2272 -2.0020 1.9395
H 0.0685 -1.4199 2.9985
H 0.4595 -1.9727 1.3428
H 0.8129 1.3121 2.2233
H 1.5136 0.1352 0.9783
H 0.3600 1.3624 0.4890
*
```

***

What should be chosen as the least stable of them? Choose B).

***

A) # C4H9NO3

C4H9NO3 as an isolated structure (ωB97M-V/def2-TZVPD, OMol25).

Properties
Kohn-Sham gap = 10.349 eV
HOMO energy = -10.122 eV

The geometry in ORCA input format:
```
! wB97M-V def2-TZVPD RIJCOSX def2/J DEFGRID3
* xyz 0 1
O -0.5694 1.7332 -0.0268
C -0.0919 0.6052 -0.0454
N -0.9459 -0.4558 -0.1339
C -2.3989 -0.3245 0.0849
O -2.8010 0.2101 1.3147
C 1.4074 0.3970 -0.0256
C 1.9011 -0.6430 -1.0209
O 3.3609 -1.2256 -0.1055
H -0.5129 -1.3651 -0.0556
H -2.6003 0.3281 -0.7554
H -2.9374 -1.2637 0.0306
H -2.2422 0.9665 1.5077
H 1.8179 1.3839 -0.2372
H 1.6149 0.2223 1.0272
H 1.2211 -1.4942 -1.1186
H 2.2157 -0.2398 -1.9825
H 2.9545 -1.3222 -1.0018
*
```

***

B) # C4H9NO3

A 2-piece molecular cluster, C4H9NO3 overall (ωB97M-V/def2-TZVPD, OMol25).

Properties
Kohn-Sham gap = 9.809 eV
SMILES = CC(=O)NCC=O.O
HOMO energy = -9.317 eV

The geometry in ORCA input format:
```
! wB97M-V def2-TZVPD RIJCOSX def2/J DEFGRID3
* xyz 0 1
C 1.5421 1.0546 0.1306
C 1.6018 -0.1132 -0.8234
O 2.6732 -0.3869 -1.3972
N 0.6270 -1.0949 -0.9333
C -0.5231 -1.4381 0.0417
C -1.8574 -1.3673 -0.7014
O -2.8369 -1.0052 -0.1741
H 0.5036 1.4997 0.0119
H 1.3808 0.6125 1.1719
H 2.3484 1.7166 0.1206
H 0.4176 -1.1444 -1.9409
H -0.2532 -2.4309 0.5176
H -0.4676 -0.5909 0.8895
H -1.8611 -1.8527 -1.6704
O -0.9924 1.8637 1.5188
H -0.3754 2.6649 1.4690
H -1.9275 2.0127 1.7691
*
```

***

C) # C4H9NO3

C4H9NO3 in the gas phase (ωB97M-V/def2-TZVPD, OMol25).

Properties
Kohn-Sham gap = 9.204 eV
SMILES = C[C@@H](N=O)[C@@H](O)CO
HOMO energy = -9.380 eV

The geometry in ORCA input format:
```
! wB97M-V def2-TZVPD RIJCOSX def2/J DEFGRID3
* xyz 0 1
C 1.2822 -1.6607 -0.3894
C 0.7395 -0.3090 0.0321
N 0.9605 0.7941 -0.9412
O 1.3486 0.4900 -2.0497
C -0.7833 -0.3013 0.2312
O -1.1662 -0.6961 1.5026
C -1.3237 1.2487 -0.0304
O -0.7162 2.1404 0.8622
H 0.9929 -2.4122 0.3409
H 0.8823 -1.9390 -1.3631
H 2.3670 -1.6205 -0.4746
H 1.1997 0.0524 0.9594
H -1.2727 -0.9586 -0.4902
H -0.9838 0.0304 2.1157
H -2.3734 1.1823 0.2650
H -1.3010 1.5787 -1.0729
H 0.1476 2.3806 0.5023
*
```

***

What should be chosen as the least stable of them? Choose A).

***

A) # C4H9NO3

C4H9NO3 in the gas phase (ωB97M-V/def2-TZVPD, OMol25).

Properties
Kohn-Sham gap = 10.367 eV
SMILES = N[C@H](CCO)C(=O)O
HOMO energy = -9.640 eV

The geometry in ORCA input format:
```
! wB97M-V def2-TZVPD RIJCOSX def2/J DEFGRID3
* xyz 0 1
N 1.2150 -1.0007 -0.4296
C 0.6380 0.3276 -0.3095
C -0.6756 0.2656 0.4376
C -0.6768 -0.3816 1.8019
O -0.8155 -1.8051 1.6730
C 0.4713 0.9959 -1.6758
O 0.9897 0.6641 -2.7027
O -0.4709 1.9622 -1.6853
H 0.4886 -1.6465 -0.7497
H 2.0068 -1.0542 -1.0573
H 1.3321 0.9092 0.3068
H -1.1672 1.2437 0.4775
H -1.4962 -0.1945 -0.1381
H -1.5810 -0.0847 2.3463
H 0.2103 -0.1999 2.4174
H -0.0061 -2.2683 1.8678
H -0.4625 2.2672 -2.5802
*
```

***

B) # C4H9NO3

A 2-piece molecular cluster, C4H9NO3 overall (ωB97M-V/def2-TZVPD, OMol25).

Properties
Kohn-Sham gap = 3.283 eV
HOMO energy = -8.179 eV

The geometry in ORCA input format:
```
! wB97M-V def2-TZVPD RIJCOSX def2/J DEFGRID3
* xyz 0 1
O 3.5333 0.7531 0.0128
C -1.4385 1.3638 -0.2821
N -1.2798 0.7785 -1.5551
C -0.6074 -0.3044 -0.5785
C -1.6803 -1.2550 0.3157
O -1.8545 -0.8379 1.5707
C 0.6871 0.0085 0.2395
O 1.7517 -0.9419 0.1722
H -0.8486 2.2783 -0.1401
H -2.3100 1.2020 0.3840
H -0.3192 -1.1095 -1.2791
H -1.2906 -2.3902 0.2659
H -2.5676 -1.4727 -0.2831
H 4.3572 1.1499 0.0007
H 0.3466 0.1841 1.3826
H 0.9577 1.0383 -0.1248
H 2.5630 -0.4449 -0.1011
*
```

***

What should be chosen as the least stable of them? Choose B).